1.
69
Properties=species:S:1:pos:R:3:forces:R:3 method="wB97M-V/def2-TZVPD" orbital_gap_ev=8.4 homo_ev=-8.3 spin_multiplicity=1 total_charge=0
Pd -0.106409 -0.282790 -0.421668 0.2 0.1 -0.3
S 2.057709 1.800624 -3.840385 0.0 0.0 0.0
C 3.237068 0.671342 -3.254789 0.0 0.0 0.0
C 4.515066 0.420595 -3.742340 0.0 0.0 0.0
C 5.261925 -0.562716 -3.125273 0.0 0.0 0.0
C 4.739261 -1.291541 -2.051912 0.0 0.0 0.0
C 3.473030 -1.041387 -1.564240 0.0 0.0 0.0
C 2.716781 -0.035164 -2.164730 0.0 0.0 0.1
N 1.433540 0.359734 -1.807038 0.0 -0.1 -0.1
C 0.968161 1.278129 -2.599291 0.2 0.0 0.0
C -0.376206 1.781032 -2.399296 -0.1 0.1 0.0
C -0.860768 2.859568 -3.137461 0.0 0.0 0.0
C -2.113098 3.374318 -2.866458 0.0 0.0 0.0
C -2.855771 2.807639 -1.840867 0.0 0.0 0.0
C -2.368913 1.723963 -1.121599 0.0 0.0 0.0
C -1.125733 1.150285 -1.384356 0.1 0.1 0.0
H 4.909845 0.974569 -4.583497 0.0 0.0 0.0
H 6.259274 -0.778658 -3.484718 0.0 0.0 0.0
H 5.339500 -2.069332 -1.598315 0.0 0.0 0.0
H 3.043210 -1.616164 -0.758031 0.0 0.0 0.0
H -0.247834 3.304244 -3.913888 0.0 0.0 0.0
H -2.497744 4.213019 -3.431052 0.0 0.0 0.0
H -3.832014 3.209642 -1.597577 0.0 0.0 0.0
H -3.001554 1.315343 -0.352059 -0.1 0.0 0.1
C -0.752863 -3.813927 1.376421 0.0 0.0 0.0
C -1.616372 -3.241973 0.244396 0.0 0.0 0.0
C -2.947589 -4.006095 0.224816 0.0 0.0 0.0
C -0.886921 -3.503709 -1.080403 0.0 0.0 0.0
P -1.888876 -1.366955 0.375658 -0.4 -0.4 0.4
C -3.409222 -1.188826 -0.641374 0.1 0.1 0.0
C -4.710497 -1.164295 -0.147976 0.0 0.0 0.1
C -5.799765 -1.090773 -1.006192 0.0 0.0 0.0
C -5.608124 -1.053125 -2.378237 0.0 0.0 0.0
C -4.316610 -1.066331 -2.885670 0.0 0.0 0.0
C -3.233377 -1.116395 -2.024645 0.0 -0.1 0.0
C -2.297096 -0.928539 2.160469 0.0 0.0 0.0
C -0.968854 -0.871633 2.928523 0.1 -0.1 0.0
C -2.881765 0.488905 2.192363 -0.1 0.0 -0.1
C -3.232257 -1.885006 2.914713 0.0 0.0 0.0
H -0.561365 -4.864706 1.140196 0.0 0.0 0.0
H -1.263069 -3.792123 2.337423 0.0 0.0 0.0
H 0.202435 -3.301283 1.455658 0.0 0.0 0.0
H -2.719034 -5.075207 0.215789 0.0 0.0 0.0
H -3.540439 -3.784848 -0.661574 0.0 0.0 0.0
H -3.559140 -3.807759 1.104968 0.0 0.0 0.0
H -0.760501 -4.583708 -1.196839 0.0 0.0 0.0
H 0.099088 -3.039687 -1.088230 0.0 0.0 0.0
H -1.455865 -3.144358 -1.937109 0.0 0.0 0.0
H -4.903008 -1.192050 0.913582 0.0 0.0 0.0
H -6.800342 -1.065813 -0.593863 0.0 0.0 0.0
H -6.457303 -0.997305 -3.046987 0.0 0.0 0.0
H -4.149841 -1.014039 -3.953882 0.0 0.0 0.0
H -2.230716 -1.063882 -2.427905 0.0 0.0 0.0
H -0.282964 -0.143950 2.495069 0.0 0.0 0.0
H -0.472507 -1.841373 2.962848 0.0 0.1 0.0
H -1.184360 -0.565406 3.955910 0.0 0.0 0.0
H -2.181546 1.208779 1.768045 0.0 0.0 0.0
H -3.060738 0.762564 3.234410 0.0 0.0 0.0
H -3.830764 0.572173 1.659432 0.0 0.0 0.0
H -2.779010 -2.861298 3.067756 0.0 0.0 0.0
H -4.198142 -2.039324 2.439919 0.0 0.0 0.0
H -3.421475 -1.458045 3.903148 0.0 0.0 0.0
C 2.997419 -1.448174 2.181781 0.0 0.0 0.0
C 1.932918 -0.782975 1.337622 -0.1 0.0 -0.1
O 1.759243 0.434515 1.361712 0.1 0.0 0.2
O 1.216313 -1.582706 0.614215 0.0 0.1 0.1
H 3.738925 -0.718711 2.496856 0.0 0.0 0.0
H 3.468357 -2.267559 1.639648 0.0 0.0 0.0
H 2.521011 -1.871756 3.068797 0.0 0.0 0.0



2.
16
Properties=species:S:1:pos:R:3:forces:R:3 method="wB97M-V/def2-TZVPD" orbital_gap_ev="8.2 / 8.2" homo_ev="-9.7 / -9.7" spin_multiplicity=1 smiles="CSN[C@H](NC#N)[N+]([O-])=S" total_charge=0
C 2.788428 0.125281 -0.209748 2.0 1.5 -1.7
S 1.669418 -1.298134 -0.193809 0.5 0.2 0.0
N 0.373893 -0.700099 0.738540 2.2 -1.3 2.1
C -0.753398 -0.335728 0.059655 0.5 3.4 -1.0
N -1.218323 1.167029 0.327208 3.2 -3.7 -3.2
C -1.637106 1.771427 -0.753081 0.3 -0.9 2.2
N -1.957538 2.135689 -1.768119 -1.0 1.6 -3.4
N -1.899090 -1.198699 0.294554 -0.8 -0.8 1.3
O -2.097759 -1.670706 1.431911 0.6 0.7 -0.7
S -2.797548 -1.393158 -0.982653 -1.4 -0.6 -1.2
H 2.860616 0.541670 0.821590 0.2 -0.4 -0.8
H 2.479443 0.969822 -0.929240 -0.1 -1.3 1.2
H 3.885716 -0.123342 -0.680559 -2.7 0.0 1.6
H 0.429300 -1.053131 1.745402 -0.9 0.9 -2.1
H -0.521240 -0.282547 -1.050223 -0.4 -0.4 1.5
H -1.604815 1.344622 1.148575 -2.1 1.0 4.4



3.
5
Properties=species:S:1:pos:R:3:forces:R:3 method="wB97M-V/def2-TZVPD" orbital_gap_ev="6.6 / 6.6" homo_ev="-7.7 / -7.7" spin_multiplicity=1 total_charge=0
H -1.942807 -0.805737 0.632381 0.9 -0.3 0.1
Tl -0.056071 -1.521517 1.200199 -0.9 0.5 -0.3
C 0.429263 0.456246 -0.320380 0.3 -0.2 0.7
F 1.119157 0.322318 -1.413304 0.0 0.1 -0.5
H 0.450459 1.548691 -0.098895 -0.2 -0.1 -0.1



4.
72
Properties=species:S:1:pos:R:3:forces:R:3 method="wB97M-V/def2-TZVPD" orbital_gap_ev=10.0 homo_ev=-9.6 spin_multiplicity=1 smiles=CCO.CCO.CCO.CCO.CCO.CCO.CCO.CCO total_charge=0
C 2.300342 -4.371101 -2.578762 -0.3 0.4 0.4
C 1.115261 -3.513590 -3.049053 1.3 -0.3 -0.6
O 0.241649 -3.257255 -1.986552 -0.9 0.2 0.3
H 3.146045 -4.368732 -3.265734 -0.2 -0.2 -0.3
H 1.963404 -5.374977 -2.324003 0.2 -0.1 -0.1
H 2.696065 -3.921292 -1.664000 -0.1 0.0 0.1
H 0.618304 -3.958979 -3.914694 -0.2 -0.2 0.2
H 1.537792 -2.586072 -3.447996 -0.2 0.3 0.3
H -0.600698 -3.743948 -2.103521 0.7 0.0 0.0
C 0.200739 0.624409 -0.614852 0.5 -0.1 -0.4
C 0.587441 -0.425034 0.399961 0.1 -0.1 0.5
O -0.272784 -1.565532 0.441193 0.2 0.2 -0.1
H -0.707550 1.155685 -0.336829 0.1 0.1 0.0
H 0.080585 0.210978 -1.619622 -0.1 -0.2 0.1
H 1.064594 1.293500 -0.683108 -0.3 0.4 0.1
H 0.558689 0.018259 1.401221 0.0 0.0 -0.1
H 1.625548 -0.742016 0.250668 -0.1 -0.1 -0.1
H 0.072327 -2.200724 -0.202082 -0.2 0.0 -0.2
C -3.665000 0.783716 0.149140 -0.5 -0.1 -1.1
C -3.674649 1.323687 -1.294804 0.5 0.5 1.5
O -4.563453 2.446181 -1.224811 -0.5 -0.4 -0.6
H -4.631299 0.300961 0.308265 0.0 0.1 0.2
H -3.602751 1.662804 0.785159 0.3 -0.3 0.4
H -2.906786 0.018640 0.308077 0.3 0.3 0.1
H -3.942817 0.522073 -1.984408 -0.2 0.3 -0.3
H -2.698715 1.756475 -1.531797 0.2 -0.5 -0.2
H -4.705168 2.791638 -2.112193 0.0 0.0 0.0
C -1.767773 -2.801107 5.030639 0.0 0.4 -0.3
C -1.928596 -2.263630 3.606951 0.1 0.3 0.3
O -0.802402 -1.456813 3.290603 0.3 -0.1 0.0
H -2.173194 -2.087509 5.747356 0.1 -0.1 0.1
H -0.701619 -2.911234 5.227525 0.0 -0.2 0.0
H -2.270377 -3.758679 5.156527 0.0 0.0 0.1
H -2.796041 -1.598506 3.552461 -0.3 -0.4 -0.1
H -2.036221 -3.105802 2.919419 0.0 0.1 -0.2
H -0.629568 -1.477758 2.338427 -0.2 -0.3 0.0
C -1.972299 -4.752045 0.166265 0.3 0.5 -0.3
C -1.957785 -5.866582 -0.855451 -0.1 -0.2 0.2
O -1.629049 -5.351867 -2.154755 0.0 0.1 0.2
H -2.690015 -3.951025 -0.014459 -0.3 -0.3 -0.1
H -1.002198 -4.255037 0.137897 0.1 -0.1 0.1
H -2.094225 -5.145393 1.173201 -0.2 -0.1 0.0
H -2.902674 -6.406902 -0.936082 -0.2 0.1 0.2
H -1.202552 -6.582349 -0.518541 0.1 -0.1 -0.2
H -1.567819 -6.096430 -2.758911 0.0 0.1 -0.1
C 0.445752 5.244511 1.863047 -0.6 -0.6 0.3
C 1.244731 4.380104 0.910440 0.9 1.4 -0.3
O 2.609735 4.230916 1.363977 -0.2 -0.6 0.1
H 0.840807 6.240101 2.059911 0.3 0.0 -0.2
H 0.361103 4.721787 2.818380 0.0 0.1 0.0
H -0.565540 5.371717 1.466302 0.0 0.0 0.0
H 1.337949 4.877146 -0.060543 -0.5 -0.2 -0.2
H 0.777685 3.410706 0.768671 0.3 -0.2 0.2
H 3.026161 5.091390 1.263713 0.0 0.0 0.0
C -0.941050 3.918402 -2.669183 0.9 -0.9 0.1
C 0.019129 4.563324 -3.664929 -0.6 0.4 0.0
O 0.925560 5.358043 -2.902385 0.0 0.1 0.1
H -1.796931 3.385315 -3.083358 -0.1 0.4 -0.3
H -1.247742 4.655275 -1.931062 -0.2 0.0 -0.1
H -0.367604 3.138992 -2.156427 -0.1 0.1 0.3
H -0.561198 5.203979 -4.338128 0.2 0.1 0.0
H 0.576363 3.866898 -4.292685 -0.2 -0.3 0.1
H 1.829947 5.191163 -3.171634 0.0 0.0 -0.1
C 4.037255 0.693173 2.045301 -0.1 0.5 -0.8
C 5.320474 1.481412 1.676178 -1.1 -1.2 -0.1
O 5.266822 2.797280 2.135251 0.5 0.5 0.1
H 3.577060 1.017335 2.977455 0.5 -0.2 0.3
H 4.204838 -0.382525 1.996840 0.0 0.0 0.2
H 3.272385 0.931045 1.296459 0.0 -0.1 0.0
H 5.411863 1.413842 0.583771 0.2 0.2 0.0
H 6.184600 0.953652 2.078857 0.1 0.5 0.3
H 4.497138 3.233930 1.751844 -0.2 -0.1 0.0



Energy above the lowest of the compared OMol25 structures with the same formula, charge and spin across the listed records, respectively: 0.000; 0.000; 0.053; 2.357 eV.
E_tot across the listed records, respectively: -59816.338; -32881.852; -8475.046; -33748.144 eV.
M across the listed records, respectively: 598.06; 178.24; 237.41; 368.55 Da.